No. 1
Molecular formula: C26H23N3O6
Method: DFT, ωB97M-V/def2-TZVPD

Output
**ΔE to the lowest compared entry with this formula, charge and spin**: 29.2 kcal per mole
**Lowest unoccupied orbital energy**: 0.2 eV
**Electronic energy**: -44091.258 eV
**Structure (SMILES)**: Cc1cc(C(=O)COC(=O)Cc2n[nH]c(=O)c3ccccc23)c(C)n1-c1ccc2c(c1)OCCO2
**HOMO energy**: -7.98 eV
**Largest force on an atom**: 0.8 eV Å⁻¹

Geometry as XYZ:
```
58
Properties=species:S:1:pos:R:3:lowdin_charge:R:1
C -0.516 -0.804 2.661 -0.01
C 0.611 -0.291 1.839 -0.25
C 1.398 0.811 1.989 0.02
C 2.394 0.775 0.967 -0.11
C 2.153 -0.374 0.218 -0.18
N 1.076 -0.998 0.751 0.04
C 0.514 -2.207 0.277 -0.21
C -0.593 -2.162 -0.554 0.10
C -1.165 -3.337 -1.020 -0.18
C -0.633 -4.569 -0.622 -0.20
C 0.495 -4.600 0.190 0.02
C 1.073 -3.428 0.635 0.00
H 1.945 -3.454 1.268 0.12
H 0.896 -5.561 0.467 0.12
O -1.194 -5.757 -1.005 -0.02
C -2.498 -5.614 -1.526 -0.15
C -2.543 -4.455 -2.520 -0.14
H -3.541 -4.333 -2.943 0.13
O -2.233 -3.242 -1.869 -0.02
H -1.819 -4.641 -3.326 0.14
H -2.744 -6.561 -2.008 0.13
H -3.207 -5.418 -0.711 0.14
H -1.020 -1.219 -0.855 0.11
C 2.849 -0.895 -0.982 0.01
H 2.131 -1.129 -1.768 0.09
H 3.397 -1.807 -0.742 0.09
H 3.557 -0.151 -1.335 0.08
C 3.504 1.678 0.770 -0.35
O 4.475 1.441 0.081 0.09
C 3.442 2.999 1.554 -0.07
H 4.168 3.687 1.110 0.14
H 3.690 2.820 2.602 0.14
O 2.146 3.592 1.561 0.00
C 1.631 3.871 0.369 -0.49
O 2.201 3.709 -0.676 0.13
C 0.215 4.410 0.508 -0.01
C -0.754 3.264 0.571 -0.23
N -1.308 3.064 1.718 0.13
N -2.192 2.076 1.861 0.09
C -2.636 1.208 0.893 -0.43
O -3.448 0.342 1.160 0.05
C -2.026 1.437 -0.419 -0.07
C -2.402 0.638 -1.500 -0.03
C -1.807 0.819 -2.729 -0.06
C -0.832 1.801 -2.890 -0.05
C -0.465 2.612 -1.838 0.00
C -1.058 2.447 -0.581 -0.08
H 0.298 3.360 -1.981 0.10
H -0.360 1.932 -3.852 0.11
H -2.092 0.197 -3.565 0.11
H -3.159 -0.115 -1.341 0.12
H -2.575 1.981 2.796 0.16
H -0.005 5.049 -0.348 0.13
H 0.137 4.970 1.439 0.13
H 1.296 1.557 2.751 0.11
H -0.279 -1.796 3.048 0.09
H -1.432 -0.889 2.079 0.06
H -0.689 -0.135 3.499 0.08
```

***

No. 2
Molecular formula: C26H24B2CaCl2F4N7O6
Method: DFT, ωB97M-V/def2-TZVPD

Output
**ΔE to the lowest compared entry with this formula, charge and spin**: 26.9 kcal per mole
**Lowest unoccupied orbital energy (alpha / beta)**: -5.5 / -5.2 eV
**Charge**: +1
**Electronic energy**: -105772.803 eV
**HOMO energy (alpha / beta)**: -11.61 / -11.45 eV
**Largest force on an atom**: 0.4 eV Å⁻¹

Geometry as XYZ:
```
72
Properties=species:S:1:pos:R:3:lowdin_charge:R:1
Ca -0.483 -0.220 0.244 1.43
C -3.032 1.921 -3.048 0.02
C -2.211 1.517 -1.872 -0.23
N -1.808 0.328 -1.638 -0.02
O -2.219 -0.658 -2.507 0.01
B -1.104 -1.276 -3.275 -1.10
F -1.689 -2.182 -4.123 0.18
F -0.338 -0.293 -3.869 0.17
O -0.169 -2.149 -2.413 0.02
N 0.571 -1.510 -1.528 -0.01
C 1.560 -2.167 -1.021 -0.25
C 1.898 -3.581 -1.363 0.00
C 2.365 -1.379 -0.061 -0.22
N 2.230 -0.094 -0.147 0.14
O 2.354 0.910 1.947 0.04
B 0.759 2.768 1.492 -1.06
F 1.709 3.038 0.508 0.16
F 0.956 3.531 2.622 0.16
O -0.610 2.997 1.004 0.06
N -0.926 2.145 -0.012 -0.01
C -1.803 2.541 -0.851 -0.23
C -2.430 3.895 -0.849 0.01
C 3.232 -2.089 0.919 0.03
H -3.262 1.057 -3.661 0.09
H -2.479 2.646 -3.647 0.11
H -3.956 2.405 -2.724 0.09
H 1.367 -3.860 -2.269 0.09
H 1.588 -4.258 -0.563 0.10
H 2.968 -3.711 -1.523 0.09
H -1.910 4.547 -0.154 0.09
H -3.478 3.827 -0.547 0.10
H -2.406 4.329 -1.848 0.09
H 3.722 -2.943 0.456 0.09
H 2.583 -2.471 1.712 0.11
H 3.975 -1.437 1.370 0.09
C 6.345 2.735 -0.228 -0.03
C 5.681 3.028 0.964 -0.03
C 4.529 2.361 1.304 0.04
C 4.042 1.368 0.426 -0.17
C 4.701 1.076 -0.786 0.03
C 5.848 1.765 -1.099 -0.04
N 2.924 0.668 0.750 -0.07
N 0.930 1.200 1.784 0.03
C 0.285 0.500 2.842 -0.32
C -0.316 1.128 3.917 0.05
C -0.995 0.334 4.829 -0.02
C -1.040 -1.036 4.643 -0.04
C -0.420 -1.574 3.525 -0.11
N 0.220 -0.824 2.632 0.06
H 7.245 3.276 -0.486 0.12
H 6.063 3.798 1.620 0.12
H 3.981 2.601 2.201 0.13
H 4.289 0.343 -1.465 0.12
H 6.358 1.560 -2.030 0.12
H -0.241 2.200 4.027 0.13
H -1.477 0.787 5.685 0.12
H -1.556 -1.681 5.339 0.11
H -0.455 -2.638 3.321 0.12
Cl -6.519 -2.678 -2.752 0.79
C -5.092 -2.640 -1.824 -0.61
C -4.098 -3.593 -2.044 -0.09
C -2.948 -3.552 -1.299 -0.54
Cl -1.765 -4.753 -1.473 0.86
C -2.688 -2.463 -0.358 -0.36
O -1.591 -2.338 0.200 -0.05
C -3.797 -1.544 -0.116 -0.10
C -3.690 -0.470 0.886 -0.15
O -2.651 -0.030 1.337 -0.02
C -4.957 -1.654 -0.823 -0.02
H -4.236 -4.362 -2.790 0.13
H -4.653 -0.054 1.225 0.15
H -5.781 -0.973 -0.644 0.13
```

***

No. 3
Molecular formula: C26H24Cl2CrN8O2S2
Method: DFT, ωB97M-V/def2-TZVPD

Output
**ΔE to the lowest compared entry with this formula, charge and spin**: 12.9 kcal per mole
**Lowest unoccupied orbital energy (alpha / beta)**: -3.9 / -4.0 eV
**Expectation value of S²**: 3.79
**Charge**: +1
**Electronic energy**: -118499.209 eV
**Spin multiplicity**: 4
**HOMO energy (alpha / beta)**: -9.85 / -9.85 eV
**Largest force on an atom**: 0.6 eV Å⁻¹

Geometry as XYZ:
```
65
Properties=species:S:1:pos:R:3:lowdin_spin:R:1
Cr -0.407 1.299 2.058 2.88
C -1.829 4.788 -0.013 0.00
C -1.193 3.525 0.442 0.02
N -1.360 2.982 1.598 -0.02
N -2.477 3.355 2.314 0.00
C -2.517 2.840 3.569 0.00
N -3.642 3.007 4.237 0.00
S -1.180 2.046 4.267 0.01
C -0.317 2.728 -0.443 0.00
C -0.112 3.058 -1.761 0.00
C 0.580 2.167 -2.577 0.01
C 1.024 0.979 -2.044 0.00
C 0.767 0.709 -0.706 0.01
N 0.125 1.561 0.085 -0.01
H -2.666 4.570 -0.677 0.00
H -1.092 5.394 -0.538 0.00
H -2.206 5.341 0.844 0.00
H -3.295 3.163 1.680 0.00
H -4.412 3.535 3.856 0.00
H -3.746 2.582 5.143 0.00
H -0.510 3.979 -2.158 0.00
H 0.736 2.396 -3.623 0.00
H 1.538 0.244 -2.648 0.00
H 1.079 -0.228 -0.267 0.00
C 3.271 -1.652 -4.607 0.00
O 1.971 -1.471 -4.061 0.00
C 1.513 -2.408 -3.188 0.00
C 2.287 -3.443 -2.678 0.00
C 1.714 -4.351 -1.797 0.00
C 0.405 -4.199 -1.373 0.00
C -0.373 -3.165 -1.899 0.00
C 0.175 -2.285 -2.809 0.00
N -0.082 -5.232 -0.491 0.00
N -0.791 -4.981 0.490 0.00
C -1.072 -3.621 0.852 0.01
C -2.368 -3.164 0.800 -0.01
C -2.691 -1.826 1.090 0.01
C -1.708 -0.962 1.496 0.00
O -1.921 0.324 1.779 0.04
C -0.392 -1.456 1.662 0.01
N 0.520 -0.552 2.146 -0.01
C 1.764 -0.946 2.329 0.02
C 2.197 -2.243 2.031 0.00
C 1.305 -3.151 1.528 0.02
C -0.042 -2.777 1.333 0.00
H 3.408 -0.850 -5.326 0.00
H 3.349 -2.614 -5.116 0.00
H 4.041 -1.581 -3.834 0.00
H 3.317 -3.575 -2.978 0.00
H 2.288 -5.193 -1.432 0.00
H -1.413 -3.054 -1.630 0.00
H -0.437 -1.504 -3.241 0.00
H -3.144 -3.845 0.475 0.00
H -3.701 -1.460 0.969 0.00
H 2.453 -0.214 2.736 0.00
H 3.228 -2.511 2.208 0.00
H 1.622 -4.158 1.294 0.00
Cl 3.515 2.213 0.547 0.00
C 3.426 2.699 2.227 0.00
Cl 1.744 2.855 2.835 0.00
H 3.873 3.679 2.340 0.00
H 3.923 1.962 2.846 0.00
S -2.838 0.572 -1.708 0.00
C -3.409 1.665 -0.622 0.00
N -3.814 2.454 0.145 0.00
```